This record from OMol25 describes the molecule C13H9N3O4 at a distorted geometry. The level of theory is wB97M-V/def2-TZVPD.

The geometry in ORCA input format:
```
! RIJCOSX wB97M-V def2-TZVPD def2/J DEFGRID3
* xyz 0 1
O 0.794 4.237 -1.758
C 0.488 3.674 -0.719
O 0.342 4.358 0.511
C 0.236 2.169 -0.769
N 0.252 1.451 0.460
C 0.122 0.135 0.289
C 0.053 -0.786 1.402
C 0.138 -2.189 1.233
C -0.079 -3.170 2.296
C -0.229 -2.708 3.648
C -0.435 -1.313 3.884
C -0.381 -0.416 2.749
C -0.045 -0.114 -1.092
N -0.236 -1.133 -1.966
C -0.273 -1.077 -3.338
O -0.322 -2.153 -3.899
N -0.274 0.090 -3.997
C -0.061 1.320 -3.284
O -0.125 2.295 -3.954
C 0.065 1.185 -1.723
H 0.770 5.245 0.452
H 0.449 1.837 1.382
H 0.297 -2.755 0.309
H 0.026 -4.278 2.123
H -0.264 -3.468 4.450
H -0.651 -0.949 4.840
H -0.691 0.576 2.954
H -0.153 -2.097 -1.647
H 0.186 0.034 -4.838
*
```

Values from the calculation:
SMILES string = O=C(O)c1[nH]c(-c2ccccc2)c2[nH]c(=O)[nH]c(=O)c12
highest occupied orbital energy = -8.2 eV
gap between HOMO and LUMO = 7.9 eV
DFT total energy = -26287.28544 eV

This record from OMol25 describes a structure of composition C14Cl5MoN4S4 at a distorted geometry. The level of theory is wB97M-V/def2-TZVPD.

The geometry in ORCA input format:
```
! RIJCOSX wB97M-V def2-TZVPD def2/J DEFGRID3
* xyz 1 1
Mo 9.485 9.212 8.032
Cl 8.205 10.033 10.292
C 7.340 10.829 9.052
C 7.715 10.328 7.820
C 7.092 10.851 6.679
Cl 7.456 10.269 5.089
C 6.163 11.885 6.753
Cl 5.574 12.633 5.371
C 5.878 12.435 8.009
Cl 4.881 13.823 8.160
C 6.393 11.873 9.194
Cl 6.057 12.408 10.808
S 11.143 10.147 9.321
C 11.817 10.733 7.805
S 10.807 10.450 6.448
C 13.026 11.415 7.786
C 13.494 12.028 6.595
N 13.813 12.601 5.655
C 13.719 11.453 9.021
N 14.317 11.506 9.990
S 8.669 7.144 8.638
C 9.201 6.408 7.136
S 10.066 7.721 6.358
C 8.914 5.173 6.708
C 9.228 4.877 5.327
N 9.448 4.566 4.247
C 8.218 4.299 7.576
N 7.484 3.721 8.255
*
```

Values from the calculation:
highest occupied orbital energy (alpha / beta) = -12.9 / -12.9 eV
gap between HOMO and LUMO (alpha / beta) = 5.4 / 5.4 eV
DFT total energy = -128275.70368 eV